(1)
Below is the molecule C4H4O3 in a non-equilibrium geometry, with properties calculated with ωB97M-V/def2-TZVPD.

total energy = -10351.73767 eV
net charge = 0
gap between HOMO and LUMO = 8.608 eV
maximum force = 12.8 eV Å⁻¹
highest occupied orbital energy = -10.301 eV
structure (SMILES) = C=C(C=O)C(=O)O
lowest unoccupied orbital energy = -1.69 eV

Last column: Mulliken charge in e.
Atoms and positions in Å:
C  -0.895  1.255  -0.109  -0.497
C  -0.065  0.173  -0.036  0.409
C  1.300  0.235  0.316  -0.059
O  2.080  -0.696  -0.115  -0.547
C  -0.768  -0.927  0.015  0.582
O  -2.018  -0.855  0.153  -0.600
O  -0.115  -2.182  0.009  -0.566
H  -0.113  2.169  -0.034  0.100
H  -1.985  1.361  -0.386  0.332
H  1.698  1.210  0.488  0.365
H  0.882  -1.743  -0.300  0.482

---

(2)
Below is the molecule C2H2N2O in a non-equilibrium geometry, with properties calculated with ωB97M-V/def2-TZVPD.

total energy = -7132.05071 eV
net charge = 0
gap between HOMO and LUMO = 9.621 eV
maximum force = 1.6 eV Å⁻¹
highest occupied orbital energy = -9.433 eV
lowest unoccupied orbital energy = 0.19 eV

Last column: Mulliken charge in e.
Atoms and positions in Å:
O  -0.842  -0.274  1.641  -0.520
C  -0.358  -0.784  0.650  0.061
C  0.358  -0.085  -0.399  -0.202
N  0.289  1.223  -0.470  0.524
N  0.215  2.340  -0.591  -0.496
H  -0.455  -1.867  0.439  0.286
H  0.792  -0.553  -1.270  0.347

---

(3)
Below is a cluster of 2 separate species, C2H5O2S2 in total in a non-equilibrium geometry, with properties calculated with ωB97M-V/def2-TZVPD.

total energy = -27921.32762 eV
net charge = -1
gap between HOMO and LUMO = 6.452 eV
maximum force = 4.9 eV Å⁻¹
highest occupied orbital energy = -2.781 eV
lowest unoccupied orbital energy = 3.67 eV

Last column: Mulliken charge in e.
Atoms and positions in Å:
C  0.905  0.617  -2.485  -0.719
S  0.057  -0.471  -1.277  -0.208
S  1.007  -1.889  -0.090  -0.631
H  1.366  0.063  -3.344  0.229
H  0.320  1.501  -2.745  0.269
H  1.868  0.882  -1.794  0.172
H  -0.938  0.218  0.989  0.245
O  -1.931  -0.643  3.597  -0.551
C  -1.092  -0.233  2.771  0.342
O  -1.578  0.440  1.706  -0.387
H  0.015  -0.484  2.673  0.238

---

(4)
Below is a structure of composition C21H25I2N3O2SbScSe4, with properties calculated with ωB97M-V/def2-TZVPD.

total energy = -335577.98575 eV
net charge = 0
gap between HOMO and LUMO (alpha / beta) = 6.193 / 5.938 eV
maximum force = 0.5 eV Å⁻¹
highest occupied orbital energy (alpha / beta) = -7.862 / -7.872 eV
lowest unoccupied orbital energy (alpha / beta) = -1.67 / -1.93 eV

Last column: Mulliken charge in e.
Atoms and positions in Å:
Sc  0.074  0.005  0.242  -0.378
C  -1.276  -2.530  -1.246  -1.032
N  -0.663  -2.263  0.068  1.695
C  0.467  -3.206  0.279  -1.212
C  1.569  -3.219  -0.784  -1.027
C  2.201  -1.852  -1.114  -0.167
N  2.047  -0.969  0.030  0.251
C  3.030  -0.783  0.833  -0.245
C  2.899  -0.186  2.143  1.150
C  4.058  0.198  2.831  -0.785
C  3.990  0.698  4.109  -0.790
C  2.742  0.789  4.729  -0.477
C  1.590  0.391  4.089  -0.649
C  1.633  -0.097  2.773  -0.073
O  0.524  -0.451  2.158  -0.047
C  -1.671  -2.511  1.148  -1.179
C  -2.420  -1.294  1.686  -0.618
C  -3.123  -0.439  0.653  -1.169
N  -2.129  0.273  -0.157  0.831
C  -2.581  1.121  -1.005  -0.672
C  -1.786  1.869  -1.959  0.195
C  -2.406  2.923  -2.639  -0.390
C  -1.711  3.692  -3.552  -1.292
C  -0.363  3.400  -3.797  -0.345
C  0.255  2.348  -3.166  -0.165
C  -0.447  1.539  -2.253  -0.025
O  0.135  0.473  -1.737  -0.196
H  -1.606  -3.574  -1.307  0.396
H  -0.563  -2.335  -2.044  -0.039
H  -2.130  -1.878  -1.401  0.269
H  0.063  -4.225  0.354  0.569
H  0.899  -2.951  1.247  0.378
H  1.226  -3.684  -1.710  0.389
H  2.341  -3.879  -0.379  0.387
H  1.696  -1.393  -1.962  -0.628
H  3.254  -1.982  -1.383  0.680
H  4.027  -1.130  0.543  0.323
H  5.015  0.103  2.329  0.395
H  4.885  1.012  4.628  0.397
H  2.678  1.186  5.735  0.415
H  0.622  0.472  4.565  0.443
H  -1.142  -2.961  1.988  0.474
H  -2.385  -3.255  0.775  0.430
H  -1.731  -0.663  2.254  0.060
H  -3.148  -1.661  2.412  0.609
H  -3.769  0.292  1.148  0.559
H  -3.750  -1.055  -0.002  0.426
H  -3.656  1.304  -1.048  0.597
H  -3.441  3.146  -2.409  0.332
H  -2.197  4.515  -4.058  0.414
H  0.201  4.008  -4.493  0.437
H  1.294  2.112  -3.351  0.597
Se  -1.428  5.737  2.591  -0.386
Sb  -1.174  4.144  0.789  0.764
Se  -3.501  3.559  1.125  -0.501
Se  -0.907  5.615  -1.192  -0.191
Se  0.610  2.509  1.230  -0.307
I  0.427  -0.881  -4.500  0.220
I  0.654  -2.127  -6.837  -0.098

---

(5)
Below is a cluster of 2 separate species, CH3BrClNO2S in total in a non-equilibrium geometry, with properties calculated with ωB97M-V/def2-TZVPD.

total energy = -100070.22088 eV
net charge = 0
gap between HOMO and LUMO = 9.814 eV
maximum force = 1.5 eV Å⁻¹
highest occupied orbital energy = -10.093 eV
lowest unoccupied orbital energy = -0.28 eV

Last column: Mulliken charge in e.
Atoms and positions in Å:
C  -2.050  -2.168  1.649  0.120
N  2.136  1.781  -1.504  -0.420
O  -0.321  1.649  -1.499  -0.440
O  -1.787  -3.017  0.869  -0.339
S  0.809  0.774  -1.534  0.551
Cl  -3.091  -0.834  1.279  -0.114
Br  0.908  -0.194  0.573  -0.210
H  -1.680  -2.097  2.679  0.329
H  3.058  1.395  -1.387  0.258
H  2.018  2.711  -1.125  0.266

---

(6)
Below is a cluster of 2 separate species, C14H23FINO2P in total, with properties calculated with ωB97M-V/def2-TZVPD.

total energy = -40578.91984 eV
net charge = +1
gap between HOMO and LUMO = 8.843 eV
maximum force = 0.3 eV Å⁻¹
highest occupied orbital energy = -11.540 eV
lowest unoccupied orbital energy = -2.70 eV

Last column: Mulliken charge in e.
Atoms and positions in Å:
C  -3.816  -0.027  -1.417  -1.421
C  -2.469  -0.679  -1.735  -0.238
C  -1.539  -0.802  -0.533  -1.108
I  -2.538  -1.836  1.062  0.199
C  -0.214  -1.550  -0.765  0.079
C  0.780  -1.404  0.384  -0.475
C  2.188  -1.823  -0.025  -0.868
C  2.735  -0.897  -1.124  -0.658
C  1.610  -0.162  -1.837  -0.844
N  0.441  -1.086  -2.071  -0.007
P  0.968  -2.523  -3.156  0.335
O  -0.581  -2.923  -3.435  -0.458
O  1.342  -1.665  -4.457  -0.450
H  -4.559  -0.767  -1.128  0.391
H  -4.195  0.511  -2.284  0.403
H  -3.728  0.687  -0.597  0.328
H  -1.988  -0.039  -2.488  0.445
H  -2.608  -1.664  -2.185  0.250
H  -1.335  0.183  -0.112  0.505
H  -0.435  -2.611  -0.910  0.320
H  0.777  -0.378  0.755  0.120
H  0.418  -2.023  1.203  0.613
H  2.178  -2.859  -0.375  0.297
H  2.839  -1.796  0.846  0.466
H  3.333  -1.458  -1.844  0.343
H  3.394  -0.138  -0.700  0.420
H  1.230  0.668  -1.241  0.482
H  1.913  0.229  -2.805  0.426
H  -0.255  -0.569  -2.609  0.426
H  -0.710  -3.863  -3.618  0.353
H  0.609  -1.359  -5.017  0.332
F  -0.707  1.554  1.598  -0.133
C  -0.172  2.232  2.656  0.485
C  0.101  3.574  2.506  -0.546
C  0.651  4.248  3.588  -0.361
C  0.913  3.579  4.775  -0.605
C  0.623  2.226  4.889  -0.376
C  0.072  1.534  3.819  -0.406
H  -0.120  4.074  1.573  0.403
H  0.872  5.304  3.500  0.366
H  1.339  4.112  5.614  0.385
H  0.820  1.704  5.815  0.364
H  -0.176  0.483  3.883  0.416

---

(7)
Below is the molecule C17H18N4O2S3 in a non-equilibrium geometry, with properties calculated with ωB97M-V/def2-TZVPD.

total energy = -60483.91807 eV
net charge = 0
gap between HOMO and LUMO = 8.075 eV
maximum force = 1.6 eV Å⁻¹
highest occupied orbital energy = -7.956 eV
structure (SMILES) = CCN(CC)C(=O)CSc1nc2c(sc(=S)n2-c2ccccc2)c(=O)[nH]1
lowest unoccupied orbital energy = 0.12 eV

Last column: Mulliken charge in e.
Atoms and positions in Å:
C  -5.326  0.258  0.796  -1.118
C  -3.941  0.198  1.430  -0.700
N  -2.894  0.247  0.420  0.283
C  -2.473  -1.016  -0.149  -0.966
C  -1.359  -1.665  0.672  -0.619
C  -2.331  1.441  0.151  0.803
O  -2.639  2.465  0.724  -0.679
C  -1.283  1.457  -0.963  -0.332
S  -0.527  3.110  -0.995  -0.272
C  1.098  2.732  -0.508  0.164
N  1.491  1.495  -0.416  -0.118
C  2.784  1.309  -0.078  -0.245
C  3.668  2.331  0.194  0.720
S  5.238  1.705  0.607  -0.195
C  4.655  0.053  0.386  0.313
S  5.592  -1.274  0.540  -0.307
N  3.328  0.061  0.036  0.248
C  2.605  -1.119  -0.274  -0.090
C  1.937  -1.203  -1.488  -0.033
C  1.248  -2.359  -1.809  -0.600
C  1.236  -3.429  -0.929  -0.685
C  1.898  -3.336  0.283  -0.670
C  2.579  -2.179  0.620  -0.296
C  3.264  3.705  0.108  -0.042
O  3.908  4.705  0.305  -0.672
N  1.905  3.792  -0.275  -0.090
H  -5.481  -0.574  0.112  0.296
H  -6.088  0.217  1.569  0.398
H  -5.439  1.188  0.245  0.293
H  -3.824  -0.719  2.012  0.305
H  -3.803  1.059  2.087  0.431
H  -2.144  -0.873  -1.179  0.418
H  -3.344  -1.676  -0.167  0.330
H  -1.682  -1.816  1.698  0.404
H  -1.095  -2.628  0.245  0.282
H  -0.469  -1.041  0.683  0.039
H  -1.757  1.297  -1.932  0.514
H  -0.466  0.754  -0.810  0.010
H  1.969  -0.372  -2.176  0.451
H  0.734  -2.428  -2.755  0.413
H  0.715  -4.337  -1.192  0.447
H  1.888  -4.166  0.973  0.387
H  3.096  -2.103  1.563  0.557
H  1.530  4.730  -0.362  0.222

---

What did the seventh record say?
Below is the molecule C17H18N4O2S3 in a non-equilibrium geometry, with properties calculated with ωB97M-V/def2-TZVPD.

total energy = -60483.91807 eV
net charge = 0
gap between HOMO and LUMO = 8.075 eV
maximum force = 1.6 eV Å⁻¹
highest occupied orbital energy = -7.956 eV
structure (SMILES) = CCN(CC)C(=O)CSc1nc2c(sc(=S)n2-c2ccccc2)c(=O)[nH]1
lowest unoccupied orbital energy = 0.12 eV

Last column: Mulliken charge in e.
Atoms and positions in Å:
C  -5.326  0.258  0.796  -1.118
C  -3.941  0.198  1.430  -0.700
N  -2.894  0.247  0.420  0.283
C  -2.473  -1.016  -0.149  -0.966
C  -1.359  -1.665  0.672  -0.619
C  -2.331  1.441  0.151  0.803
O  -2.639  2.465  0.724  -0.679
C  -1.283  1.457  -0.963  -0.332
S  -0.527  3.110  -0.995  -0.272
C  1.098  2.732  -0.508  0.164
N  1.491  1.495  -0.416  -0.118
C  2.784  1.309  -0.078  -0.245
C  3.668  2.331  0.194  0.720
S  5.238  1.705  0.607  -0.195
C  4.655  0.053  0.386  0.313
S  5.592  -1.274  0.540  -0.307
N  3.328  0.061  0.036  0.248
C  2.605  -1.119  -0.274  -0.090
C  1.937  -1.203  -1.488  -0.033
C  1.248  -2.359  -1.809  -0.600
C  1.236  -3.429  -0.929  -0.685
C  1.898  -3.336  0.283  -0.670
C  2.579  -2.179  0.620  -0.296
C  3.264  3.705  0.108  -0.042
O  3.908  4.705  0.305  -0.672
N  1.905  3.792  -0.275  -0.090
H  -5.481  -0.574  0.112  0.296
H  -6.088  0.217  1.569  0.398
H  -5.439  1.188  0.245  0.293
H  -3.824  -0.719  2.012  0.305
H  -3.803  1.059  2.087  0.431
H  -2.144  -0.873  -1.179  0.418
H  -3.344  -1.676  -0.167  0.330
H  -1.682  -1.816  1.698  0.404
H  -1.095  -2.628  0.245  0.282
H  -0.469  -1.041  0.683  0.039
H  -1.757  1.297  -1.932  0.514
H  -0.466  0.754  -0.810  0.010
H  1.969  -0.372  -2.176  0.451
H  0.734  -2.428  -2.755  0.413
H  0.715  -4.337  -1.192  0.447
H  1.888  -4.166  0.973  0.387
H  3.096  -2.103  1.563  0.557
H  1.530  4.730  -0.362  0.222

---

> net charge of number 6 (C14H23FINO2P)?

+1

---

> Which formula does entry 1 have?

C4H4O3

---

> What is the net charge in the seventh record?

0